Below is an isolated molecule of C19H19N3O4S in a non-equilibrium geometry, with properties calculated with ωB97M-V/def2-TZVPD.

Each line ends with the Löwdin charge.
Geometry (Å):
S -1.64583 -1.88959 -0.07443  1.03
O -2.17861 -1.54854 3.10078  0.09
O 2.05191 0.11079 -1.54576  -0.08
O -3.50845 -3.30282 2.67722  0.01
O 0.01891 1.72568 2.83781  0.13
N 1.62295 4.25030 0.96169  0.19
N -0.84439 0.24961 1.37836  0.13
N -0.89517 -0.40791 -3.36199  0.20
C 2.94103 -0.92848 -1.90784  -0.23
C 2.66073 2.75060 -4.04868  -0.07
C 0.79731 1.83737 0.54446  -0.15
C -0.75674 -0.04174 -2.28289  -0.24
C 0.83121 3.33889 -2.63265  -0.02
C -0.04152 1.30947 1.71056  -0.40
C 0.96735 2.15067 -1.93809  -0.14
C 1.26879 3.17653 0.80175  -0.18
C 1.98167 1.24918 -2.29828  -0.21
C 0.03801 1.81095 -0.79904  -0.15
C 2.81855 1.55908 -3.36154  -0.01
C -0.58436 0.44371 -0.97791  -0.21
C -3.31302 -3.81674 4.00273  -0.20
C -2.89931 -2.17742 2.36159  -0.56
C -0.98333 -0.25287 0.10608  -0.48
C -3.18154 -1.77654 0.93085  -0.31
C -4.24916 -3.14920 4.99782  -0.06
C 4.35332 -0.70075 -1.37700  -0.06
C 1.67482 3.64690 -3.68573  -0.08
H -3.51915 -4.88494 3.91838  0.13
H 4.33521 -0.61821 -0.29272  0.08
H 1.55744 4.57729 -4.21831  0.10
H -0.76606 2.56025 -0.76594  0.17
H -3.54720 -0.75263 0.87619  0.10
H 4.98570 -1.53971 -1.65356  0.08
H 4.78141 0.21318 -1.78153  0.07
H 2.94164 -1.06815 -2.99402  0.12
H -5.28256 -3.26455 4.68005  0.08
H 3.59783 0.87980 -3.66724  0.11
H -3.89079 -2.46366 0.47495  0.09
H 2.51115 -1.82437 -1.44908  0.13
H -1.27900 -0.25166 2.16121  0.11
H -4.12500 -3.60915 5.97357  0.08
H 1.66765 1.17055 0.46519  0.17
H -2.27004 -3.65631 4.29247  0.13
H -4.01818 -2.08978 5.07880  0.08
H 0.05333 4.03107 -2.34561  0.12
H 3.32148 2.97384 -4.87267  0.11

Results
Energy above the lowest of the compared OMol25 structures with the same formula, charge and spin in kJ/mol: 156.9
Charge: 0